Computed, not measured: C4H5N3O3 in the gas phase, with ωB97M-V with the def2-TZVPD basis set.

Results
LUMO, eV: -0.30
SMILES: CC(=O)N(N)n1c(=O)c1=O
Energy above the lowest of the compared OMol25 structures with the same formula, charge and spin, kJ/mol: 506.9
Calculated total energy, eV: -14837.537
2S+1: 1
Gap between HOMO and LUMO, eV: 8.91

Atoms and positions in Å:
C -0.72762 1.22346 -0.65747
C -0.38648 0.29470 0.38972
O -1.08983 -0.12348 1.29540
N 0.89527 -0.21471 0.39470
N 1.24655 -1.31860 1.29384
N 1.77575 -0.02549 -0.58766
C 2.97054 -0.52247 -0.98069
O 3.96533 -1.02364 -0.50851
C 2.02059 -0.19546 -2.02561
O 1.41812 0.01470 -3.03890
H -0.97920 2.19366 -0.36411
H -1.53081 0.91761 -1.40693
H 0.20232 1.36407 -1.22288
H 0.30280 -1.32413 1.85930
H 2.17909 -1.14104 1.63209